[1]
DFT (wB97M-V/def2-TZVPD) results for C32H46F3O6P2Zn as an isolated structure in a non-equilibrium geometry.

Values from the calculation:
Charge: -1
HOMO level: -1.477 eV
Frontier orbital gap: 3.5 eV
Strongest force on any atom: 0.0199 hartree/bohr

Each line ends with the Löwdin charge.
Positions of all 90 atoms, in Å:
Zn 1.16416 0.60098 0.14860  0.65
P -0.21903 -2.76706 -0.35207  0.47
P -1.34036 -0.73358 -2.23434  0.48
F 0.49501 9.55446 -0.47976  0.11
F -1.56790 9.57039 0.14241  0.11
F 0.00278 9.53428 1.63005  0.12
O -0.19138 -4.07221 -1.28791  -0.19
O -0.57298 -3.30100 1.10388  -0.17
O -2.55771 0.29629 -2.25925  -0.18
O -0.07132 -0.01768 -2.20367  -0.27
O 0.96360 -1.92371 -0.34293  -0.28
O -1.56716 -1.65910 -3.53582  -0.20
C -0.36522 7.54297 0.40993  -0.15
C 3.34369 0.50782 3.82725  -0.19
C 4.42207 0.96871 1.58971  -0.12
C -0.26911 3.31786 0.23777  -0.21
C 2.36705 0.71969 4.81025  -0.06
C -0.07039 5.41704 1.49260  -0.02
C 1.75506 -3.88286 -2.74883  -0.04
C 3.54810 -0.64807 6.40156  -0.14
C 2.08352 0.10453 1.86592  -0.24
C 3.14184 1.06649 2.42013  -0.68
C -0.33884 2.08975 0.24459  -0.10
C -0.59050 6.88288 -0.79962  -0.03
C -1.73484 -1.94234 -0.93218  -0.20
C -2.26729 -1.60483 -5.81768  -0.05
C 1.05478 -4.71090 -1.68244  -0.42
C -0.10734 6.79323 1.55542  -0.02
C -0.29382 4.72920 0.28420  -0.26
C -3.93495 -0.08480 -2.36422  -0.46
C -0.55489 5.50898 -0.86030  -0.03
C 4.43842 -0.27726 4.19036  -0.05
C 2.45840 0.14709 6.06699  -0.11
C -2.58609 -3.43285 2.38910  -0.04
C 4.53812 -0.84891 5.45181  -0.12
C -1.16455 -5.46068 1.95332  -0.04
C 0.15953 -1.27560 -5.21545  -0.04
C -1.28501 -1.03214 -4.81202  -0.46
C 1.96444 -4.99399 -0.49291  -0.04
C -4.61651 0.08491 -1.01368  -0.04
C -0.35568 9.02219 0.43632  -0.57
C -4.56787 0.81364 -3.41527  -0.04
C -1.69043 -4.14961 1.39130  -0.47
C 2.75617 2.56101 2.49315  -0.09
H -2.01413 -3.20832 3.28972  0.09
H -0.50008 -5.24931 2.79143  0.10
H -2.24586 -4.35251 0.46827  0.13
H -1.99124 -6.08365 2.29639  0.08
H -3.43704 -4.06271 2.65044  0.08
H 1.08275 -3.71284 -3.58989  0.07
H -1.44617 0.04652 -4.71229  0.14
H 5.40239 -1.45705 5.69773  0.09
H 5.23077 -0.46320 3.47723  0.09
H 5.26708 1.47504 2.07230  0.07
H -5.69269 -0.05434 -1.11945  0.08
H 0.15018 4.84126 2.38162  0.11
H -2.47349 -2.65414 -1.29483  0.08
H 1.46777 -5.63920 0.23215  0.07
H -3.29510 -1.43419 -5.49429  0.07
H -4.06689 0.68932 -4.37586  0.07
H -2.11998 -1.13394 -6.78995  0.08
H 3.50518 3.14013 3.05254  0.07
H -0.78918 7.46921 -1.68892  0.12
H -2.95476 -2.49216 1.97839  0.07
H 0.39150 -0.71368 -6.12094  0.09
H 2.64502 -4.40541 -3.10051  0.08
H 4.24553 1.44072 0.62065  0.06
H 1.15849 0.27458 2.45590  -0.04
H -4.41973 1.08965 -0.63874  0.10
H -3.99876 -1.12910 -2.69099  0.13
H -5.62572 0.57701 -3.53017  0.08
H 1.67156 0.32544 6.79226  0.09
H 2.04259 -2.91879 -2.33027  0.08
H -2.11852 -1.37698 -0.08117  0.08
H 0.32213 -2.33760 -5.40671  0.07
H -0.72191 5.00395 -1.80265  0.11
H -4.24399 -0.63292 -0.28354  0.06
H -4.46302 1.85355 -3.10433  0.09
H 2.23358 -4.06042 0.00267  0.09
H 4.67703 -0.07625 1.41061  0.06
H 1.78367 2.69827 2.96597  0.05
H -0.60576 -6.00338 1.19152  0.07
H 3.61724 -1.10418 7.38242  0.08
H -2.10877 -2.67959 -5.91852  0.08
H 0.06983 7.30224 2.49371  0.11
H 0.71892 -5.65533 -2.11811  0.14
H 0.82149 -0.95030 -4.41469  0.08
H 2.67967 2.96399 1.48113  0.06
H 2.87097 -5.48961 -0.83954  0.08
H 1.50188 1.32498 4.57508  0.10

=====

[2]
DFT (wB97M-V/def2-TZVPD) results for a 5-piece molecular cluster, C30H76BBrNO19P5 overall in a non-equilibrium geometry.

Values from the calculation:
SMILES: CC[PH](Br)(B(O)OC)N(C)C(C)=O.CCOP(=O)(OCC)OCC.CCOP(=O)(OCC)OCC.CCOP(=O)(OCC)OCC.CCOP(=O)(OCC)OCC
HOMO level: -9.208 eV
Frontier orbital gap: 7.1 eV
Strongest force on any atom: 0.1957 hartree/bohr

Each line ends with the Löwdin charge.
Positions of all 133 atoms, in Å:
Br 1.63902 -1.16246 -3.48202  0.39
P 1.43802 -3.42012 -3.59174  0.54
P -10.11443 6.34641 -1.03417  0.74
P -4.26575 2.43169 -5.84045  0.74
P 8.36218 -1.44753 9.15977  0.74
P 5.84034 -2.33086 1.28133  0.74
O -5.39589 1.70346 -6.82969  -0.24
O -3.28267 2.76884 -6.98810  -0.23
O 3.04759 -6.16888 -1.99646  -0.05
O -5.36421 2.05496 -4.55812  -0.21
O 7.43823 -2.83237 9.03878  -0.24
O -9.96466 7.70626 -1.96765  -0.23
O 4.77699 -1.91343 2.58054  -0.22
O -8.74396 6.58391 -0.11140  -0.23
O 9.31385 -1.82112 7.99702  -0.23
O -0.11510 -4.17230 -1.23842  0.02
O -3.47843 1.04780 -5.38438  -0.24
O -1.14025 -2.16780 -2.58357  -0.18
O -10.88453 7.39284 0.10813  -0.21
O -9.42522 5.40989 -2.05649  -0.24
O 4.91639 -3.71570 1.16034  -0.23
O 6.79201 -2.70445 0.11858  -0.22
O 7.29883 -1.03010 10.45897  -0.21
O 6.85608 -2.87202 2.47231  -0.24
O 9.37792 -1.98869 10.35074  -0.23
N 1.28799 -5.16907 -3.35418  -0.36
C -5.49783 2.09167 -8.19335  -0.31
C -10.90855 7.90294 -3.00421  -0.31
C -2.70778 1.59945 -3.15249  -0.08
C 5.84716 -5.48746 -0.20865  -0.07
C 1.98679 -2.19629 -6.28538  -0.26
C 2.83047 -1.42378 1.19172  -0.09
C 3.56386 -6.39730 -4.48116  -0.04
C 7.91545 -2.02276 2.87301  -0.30
C -4.65143 1.18787 -9.07903  -0.08
C 1.36358 -3.48759 -5.47978  -0.38
C -6.11739 3.16456 -4.08932  -0.32
C 4.80425 -4.38490 -0.08877  -0.32
C 2.60325 -5.89441 -3.25476  -0.32
C 10.43729 -1.13943 10.75145  -0.31
C -2.33413 1.17973 -4.56143  -0.30
C -6.65822 5.86487 -1.11751  -0.07
C -11.70975 6.72254 1.05045  -0.31
C -2.26261 -2.90509 -3.21273  -0.10
C 6.32693 -0.04886 10.12602  -0.32
C 7.32608 -3.50157 7.78967  -0.31
C 3.80510 -0.93219 2.24759  -0.31
C -10.91405 5.80079 1.95799  -0.08
C 5.35231 -0.54045 9.07016  -0.08
C -7.73275 5.58548 -0.07587  -0.31
C 7.40481 -0.82824 3.65612  -0.09
C -7.05361 3.71364 -5.15158  -0.08
C -12.27479 8.26187 -2.45154  -0.09
C 0.26842 -5.84193 -4.21725  -0.15
C 8.36899 -4.60413 7.66978  -0.07
C 9.92664 0.05509 11.53456  -0.09
B -0.08770 -3.22595 -2.38702  -0.61
H -6.05408 6.72342 -0.80656  0.08
H 2.03121 -0.69489 1.03534  0.08
H 0.74061 -4.09360 -0.68991  0.13
H 7.39609 -2.79018 6.96074  0.09
H 0.22073 -3.55847 -5.81806  0.11
H 3.25958 -0.68908 3.16350  0.12
H -5.22693 3.14482 -8.31822  0.10
H -5.42926 3.94202 -3.74229  0.10
H -10.48781 4.96793 1.39340  0.07
H 4.68221 -6.35673 -4.06506  0.10
H -2.20080 -4.03516 -2.84678  0.11
H 6.81608 -0.16529 3.01480  0.06
H 11.10474 -1.73020 11.38541  0.12
H 3.35070 -7.53749 -4.68539  0.10
H -7.69779 4.49125 -4.73334  0.08
H 3.80323 -4.82656 -0.14071  0.09
H -12.20376 9.09670 -1.74676  0.08
H 1.24456 -1.27943 -6.38070  0.07
H 6.32507 -3.94323 7.73772  0.12
H 9.33791 0.71803 10.89324  0.06
H -10.54147 8.72474 -3.62573  0.12
H 6.84041 -5.15609 0.10034  0.07
H 4.31544 -0.02482 1.90903  0.11
H -8.16692 4.58883 -0.20358  0.10
H 5.85727 -0.69656 8.11374  0.06
H -12.20650 7.48839 1.65236  0.12
H 5.58328 -6.32126 0.45007  0.08
H 8.42438 -4.97562 6.64324  0.08
H -10.08104 6.33600 2.42578  0.09
H 3.55721 -5.72226 -5.43640  0.07
H -7.68065 2.91881 -5.56901  0.09
H -3.48108 0.94231 -2.74155  0.08
H -10.96504 7.00948 -3.63185  0.11
H -6.49163 4.15177 -5.98002  0.07
H -2.16944 -2.95695 -4.39436  0.11
H -7.28235 5.60372 0.92242  0.12
H 5.90254 -5.85895 -1.23520  0.07
H -6.70036 2.82351 -3.22942  0.12
H -4.56011 1.60585 -10.08492  0.08
H 8.23675 -0.25027 4.06945  0.08
H 6.75349 -1.14840 4.47587  0.08
H -12.70965 7.41660 -1.90949  0.06
H 9.27533 -0.26507 12.35431  0.08
H -3.24815 -2.37929 -2.84539  0.12
H -1.63422 1.89178 -5.00696  0.11
H -1.84233 0.20322 -4.53050  0.11
H 2.14031 -2.57201 -7.40940  0.08
H -3.10937 2.61731 -3.14324  0.06
H 10.75858 0.63305 11.94789  0.08
H -12.48243 6.16281 0.51373  0.11
H 4.55305 0.18844 8.91377  0.08
H 4.90839 -1.49772 9.36300  0.09
H 11.00772 -0.81622 9.87651  0.11
H -0.63717 -5.19774 -4.57127  0.09
H -11.55302 5.38461 2.74099  0.08
H 4.87426 -3.67351 -0.91770  0.10
H -5.11665 0.19950 -9.15312  0.08
H 8.58290 -2.61353 3.50698  0.12
H -3.65126 1.02543 -8.67270  0.07
H 8.48588 -1.69954 1.99807  0.11
H -6.54953 2.00344 -8.48649  0.11
H -0.08582 -6.83014 -3.65553  0.12
H 5.78142 0.19425 11.04194  0.12
H 2.75426 -3.50424 -2.94356  0.05
H -7.07950 6.12381 -2.09080  0.07
H 9.36224 -4.27276 7.97878  0.07
H 8.10512 -5.43794 8.32851  0.08
H 3.07240 -1.88194 -5.93102  0.07
H 1.88415 -4.43862 -5.98073  0.09
H 2.38656 -2.38105 1.48456  0.09
H 3.33543 -1.57989 0.23530  0.06
H -12.96037 8.53673 -3.25866  0.08
H 6.83728 0.85851 9.78747  0.11
H 0.80005 -6.23544 -5.21086  0.10
H -1.83394 1.57306 -2.49467  0.08
H -5.99956 5.00068 -1.23666  0.07

=====

[3]
DFT (wB97M-V/def2-TZVPD) results for the molecule C5H11P in a non-equilibrium geometry.

Values from the calculation:
SMILES: C=C(C)CPC
HOMO level: -8.792 eV
Frontier orbital gap: 9.7 eV
Energy relative to the best compared isomer or geometry (same formula, charge and spin): 107.9 kJ/mol
Strongest force on any atom: 0.0630 hartree/bohr

Each line ends with the Löwdin charge.
Positions of all 17 atoms, in Å:
P -0.26699 1.45567 0.76473  0.81
C 1.01179 -0.94975 -0.06377  -0.43
C -1.69338 2.43950 0.09028  -0.40
C 0.36603 0.31422 -0.67477  -0.41
C 0.03445 -2.13857 0.11888  -0.08
C 2.32370 -0.86558 0.28952  0.02
H -1.98364 1.62224 -0.66067  0.03
H 2.91379 -0.04334 0.00211  0.03
H -1.39200 3.39115 -0.39693  0.03
H 0.12457 -3.00019 0.85296  0.09
H 2.81628 -1.70994 0.83012  0.07
H -1.20846 0.32733 1.07434  -0.03
H 1.07273 0.81980 -1.39482  0.09
H -2.45252 2.50005 0.90277  0.03
H -0.23553 -2.59669 -0.85603  0.08
H -0.91724 -1.61396 0.31443  0.04
H -0.51358 0.04804 -1.19317  0.03

=====

[4]
DFT (wB97M-V/def2-TZVPD) results for C51H60Ge2HfN2S2Sb2 as an isolated structure.

Values from the calculation:
Charge: +4
HOMO level: -16.975 eV
Frontier orbital gap: 4.9 eV
Energy relative to the best compared isomer or geometry (same formula, charge and spin): 407.3 kJ/mol
Strongest force on any atom: 0.0183 hartree/bohr

Each line ends with the Löwdin charge.
Positions of all 120 atoms, in Å:
Hf -1.17668 -0.20974 -1.22974  1.76
Sb 1.05509 0.86946 1.60210  1.48
Sb -2.27552 1.94752 1.02850  1.55
Ge 3.44408 -0.24857 1.71384  0.83
Ge 1.60516 -1.51974 -1.84661  0.98
S -5.66645 0.39959 -2.55967  1.23
S -1.40985 -3.40746 -4.73538  1.24
N -1.29516 -1.21332 -3.43957  -0.06
N -3.13238 0.38092 -2.44100  -0.06
C 0.58377 -1.59654 -5.12711  -0.05
C 0.59585 1.25193 4.56589  -0.14
C 4.63357 1.29297 1.55725  -0.35
C -4.62661 -1.72786 0.48697  -0.07
C 4.77061 -3.58532 -3.96801  -0.04
C 3.79082 -1.45484 0.24978  -0.22
C -4.89566 -1.10332 -2.74435  -0.27
C -0.82331 -3.11277 1.24194  -0.04
C -3.29320 3.65078 3.23825  -0.13
C -6.20144 0.01972 0.99917  -0.03
C 1.00812 2.33845 0.00797  -0.36
C -3.89311 4.58187 1.08120  -0.12
C -2.05199 -1.91926 2.93348  -0.02
C -3.62337 -0.76847 0.43538  -0.24
C -4.17916 1.19886 -2.39093  -0.58
C 4.01348 -2.76125 -3.14827  -0.10
C 3.30436 -1.88374 -0.91906  -0.31
C -0.04809 -1.96434 1.01199  -0.23
C -0.63429 -1.94848 -4.34250  -0.59
C 0.71469 -3.29162 -1.98960  -0.36
C 4.10433 -2.82525 -1.75858  -0.27
C 5.72298 -4.60131 -2.01274  -0.03
C 0.48822 1.96237 5.75269  -0.04
C -1.35086 -0.76624 2.64912  -0.19
C 0.82727 3.33572 3.35244  -0.12
C 1.36023 -4.45921 -2.74009  -0.12
C 4.96802 -3.77162 -1.20103  -0.03
C -1.81459 -3.08959 2.20291  -0.02
C 3.45204 -1.20954 3.41742  -0.35
C -3.88014 0.59286 0.61478  -0.39
C 0.76102 1.94314 3.36548  -0.39
C -4.59063 5.67187 3.11006  -0.02
C -4.17316 2.68443 -2.29771  -0.05
C 4.83109 -1.11866 4.08403  -0.14
C -5.92102 -1.32694 0.78810  -0.03
C -3.27869 3.59447 1.84631  -0.40
C -1.38653 2.83959 -0.77631  -0.39
C -3.55886 -0.91343 -2.69682  -0.40
C 0.54905 3.35105 5.74102  -0.03
C -4.55196 5.62176 1.72152  -0.04
C 1.91888 0.13955 -2.89111  -0.41
C -5.19458 0.97222 0.90602  -0.11
C -2.51985 -1.81929 -3.16952  -0.39
C -0.07048 3.38773 -0.22522  -0.35
C 0.72092 4.03655 4.54550  -0.04
C -3.96262 4.69211 3.86690  -0.04
C 3.13531 0.26044 -3.81464  -0.13
C 4.89270 1.71067 0.11040  -0.15
C -2.69924 -3.06084 -3.69032  -0.26
C -0.34049 -0.76277 1.67285  -0.48
C 5.63278 -4.50852 -3.39816  -0.03
H -3.98751 4.74087 4.94761  0.12
H -0.31964 -3.16854 -2.30439  0.00
H 0.83260 -0.55273 -5.03989  0.07
H 1.45938 -4.27286 -3.81125  0.06
H -5.03266 6.39553 1.13745  0.13
H -3.20407 3.08649 -2.56807  0.08
H -6.70790 -2.06577 0.88042  0.13
H -4.39676 -2.77738 0.34585  0.13
H 5.62541 -1.50299 3.44108  0.08
H -1.22740 2.26863 -1.71686  0.03
H 5.03578 -3.89794 -0.12704  0.12
H 6.23064 -5.15693 -4.02553  0.13
H 4.23777 2.11873 2.15509  0.07
H 3.05990 -0.34983 -4.71255  0.07
H 3.97446 2.00714 -0.41029  0.04
H 2.11288 0.80294 -2.04752  0.01
H 0.78389 5.11702 4.54139  0.13
H 0.36785 1.43298 6.68896  0.13
H -4.89877 3.09573 -2.99962  0.11
H 5.57565 2.55927 0.06728  0.09
H -5.10687 6.48539 3.60336  0.13
H -3.56683 -3.70107 -3.62268  0.11
H 1.00594 0.49732 -3.37472  0.03
H -4.46382 3.01342 -1.29714  0.07
H -5.43095 2.01346 1.10021  0.11
H 2.68275 -0.82280 4.08761  0.04
H 5.56745 1.00228 2.04588  0.08
H 0.47431 3.90125 6.67038  0.13
H -2.37787 -3.98788 2.42584  0.14
H 3.24976 1.29858 -4.13001  0.10
H 0.55084 0.16887 4.59463  0.10
H -2.79838 -1.91807 3.71897  0.14
H -7.20933 0.32740 1.25141  0.13
H 4.79805 -1.83027 0.46643  0.08
H 3.19414 -2.24691 3.19351  0.07
H 2.34930 -4.69338 -2.35785  0.07
H 1.44078 -2.21427 -4.84811  0.08
H 5.08363 -0.09268 4.35371  0.08
H 0.73232 -5.34362 -2.61273  0.09
H 5.33865 0.89981 -0.46719  0.07
H 4.04491 -0.03498 -3.29042  0.08
H 0.34397 4.10098 -0.94363  0.14
H -2.59139 -1.18340 0.36993  0.03
H -3.86046 4.57074 -0.00197  0.08
H 1.96633 2.81818 0.23478  0.07
H 3.37100 -2.02567 -3.62939  0.05
H 4.69687 -3.49896 -5.04507  0.12
H 6.38337 -5.33135 -1.56295  0.12
H 0.66739 -3.55844 -0.93374  0.03
H -2.03697 3.65523 -1.08520  0.05
H -1.56058 0.13336 3.21534  0.08
H 0.38001 -1.79297 -6.18155  0.11
H 0.99208 3.88681 2.43461  0.09
H -2.79186 2.89845 3.83799  0.10
H -5.44670 -2.00703 -2.96018  0.11
H -0.58456 -4.04022 0.73575  0.12
H 1.18277 1.79271 -0.91633  0.00
H -0.27447 3.97495 0.67455  0.09
H 0.87495 -2.06233 0.45862  0.02
H 4.84352 -1.71202 4.99803  0.09